<i>
An isolated ion of composition C2H3O2 and charge +1. Source: OMol25; level of theory: ωB97M-V/def2-TZVPD.

Last column: Mulliken spin population.
CARTESIAN COORDINATES (ANGSTROEM)
C: 0.52 -0.26 0.52  0.067
C: -0.13 0.18 -0.72  -0.041
O: -1.36 -0.37 -0.55  1.351
O: -0.87 0.52 0.42  0.615
H: 0.36 -1.27 0.90  -0.008
H: 1.32 0.34 0.96  0.023
H: 0.15 0.85 -1.53  -0.007

Output
- Kohn-Sham gap (spin up / spin down) (eV) = 9.2 / 10.1
- net charge = +1
- LUMO energy (spin up / spin down) (eV) = -4.848 / -9.666
- spin multiplicity = 3
- HOMO energy (spin up / spin down) (Eh) = -0.5161 / -0.7277


<ii>
A 2-piece molecular cluster, C2H3O2 overall. Source: OMol25; level of theory: ωB97M-V/def2-TZVPD.

Last column: Mulliken spin population.
CARTESIAN COORDINATES (ANGSTROEM)
C: 0.01 -0.15 -0.06  0.980
C: -3.76 0.08 0.00  0.005
O: -4.84 -0.22 0.01  -0.001
O: -0.10 1.13 0.03  0.683
H: -0.93 -0.68 -0.12  0.182
H: 0.95 -0.65 -0.39  0.131
H: -0.85 1.82 0.03  0.019

Output
- Kohn-Sham gap (spin up / spin down) (eV) = 10.7 / 5.6
- net charge = +1
- LUMO energy (spin up / spin down) (eV) = -4.661 / -12.000
- spin multiplicity = 3
- HOMO energy (spin up / spin down) (Eh) = -0.5651 / -0.6457


Most stable = <ii>


<i>
A 2-piece molecular cluster, C2H7NOSi overall. Source: OMol25; level of theory: ωB97M-V/def2-TZVPD.

Last column: Löwdin charge in e.
CARTESIAN COORDINATES (ANGSTROEM)
C: 2.91 -0.18 0.17  -0.055
C: -0.06 1.48 -0.05  -0.190
N: 2.12 -1.07 0.10  0.015
O: -0.22 0.21 -0.66  -0.432
Si: -1.37 -0.77 -0.03  0.545
H: -0.90 2.11 0.11  0.066
H: 0.72 1.97 -0.70  0.112
H: 0.27 1.41 0.92  0.040
H: 1.42 -1.76 -0.27  0.084
H: -1.17 -1.75 -1.05  -0.062
H: -0.91 -1.17 1.27  -0.064
H: -2.83 -0.48 0.19  -0.060

Output
- Kohn-Sham gap (eV) = 11.6
- net charge = 0
- LUMO energy (eV) = 0.809
- HOMO energy (Eh) = -0.3984


<ii>
A 2-piece molecular cluster, C2H7NOSi overall. Source: OMol25; level of theory: ωB97M-V/def2-TZVPD.

Last column: Löwdin charge in e.
CARTESIAN COORDINATES (ANGSTROEM)
C: 1.39 -0.13 0.05  -0.412
C: 1.59 -0.73 1.24  -0.041
N: 0.29 -0.17 -0.70  -0.230
O: -1.84 1.05 1.79  -0.080
Si: -1.15 -0.69 -1.31  0.742
H: 2.25 0.33 -0.55  0.117
H: -1.31 1.81 2.02  0.035
H: 0.84 -1.42 1.63  0.046
H: 2.44 -0.49 1.79  0.007
H: -1.44 0.23 2.13  0.025
H: -1.53 -2.10 -1.50  -0.105
H: -2.25 0.15 -1.71  -0.103

Output
- Kohn-Sham gap (eV) = 7.5
- SMILES = C=CN=[SiH2].O
- net charge = 0
- LUMO energy (eV) = -0.360
- HOMO energy (Eh) = -0.2877


Most stable = <i>


<i>
C4H6BrN2 as an isolated structure. Source: OMol25; level of theory: ωB97M-V/def2-TZVPD.

Last column: Löwdin charge in e.
CARTESIAN COORDINATES (ANGSTROEM)
C: 3.29 -0.01 -0.29  0.101
C: -3.54 0.98 -0.19  0.135
C: 1.97 -0.02 -0.42  -0.334
C: -2.20 -0.96 0.43  -0.480
N: -2.79 -0.03 0.00  -0.002
N: 1.09 -0.10 0.57  -0.084
Br: -0.67 -1.80 0.58  1.149
H: 4.03 -0.09 -1.10  0.088
H: 3.65 -0.05 0.77  0.095
H: -4.02 1.17 0.77  0.125
H: -3.93 1.24 -1.12  0.094
H: 1.53 -0.11 -1.38  0.092
H: 1.60 -0.21 1.40  0.020

Output
- Kohn-Sham gap (spin up / spin down) (eV) = 6.3 / 7.9
- net charge = +1
- LUMO energy (spin up / spin down) (eV) = -6.490 / -5.125
- HOMO energy (spin up / spin down) (Eh) = -0.4690 / -0.4778


<ii>
A 2-piece molecular cluster, C4H6BrN2 overall. Source: OMol25; level of theory: ωB97M-V/def2-TZVPD.

Last column: Löwdin charge in e.
CARTESIAN COORDINATES (ANGSTROEM)
C: -2.97 1.62 0.55  0.118
C: 2.22 -0.51 -1.08  -0.014
C: -2.50 0.39 0.34  -0.181
C: -0.16 -0.18 -0.43  -0.035
N: 0.95 -0.52 -0.87  0.087
N: -1.26 -0.03 0.02  0.193
Br: 3.37 -1.63 1.24  0.565
H: -4.00 1.74 0.79  0.071
H: -2.33 2.49 0.83  0.098
H: 2.69 0.51 -1.13  0.134
H: 2.53 -1.49 -1.46  0.087
H: -3.15 -0.44 0.46  0.115
H: 4.62 -1.95 0.73  -0.239

Output
- Kohn-Sham gap (spin up / spin down) (eV) = 7.9 / 7.9
- net charge = +1
- LUMO energy (spin up / spin down) (eV) = -5.970 / -5.970
- HOMO energy (spin up / spin down) (Eh) = -0.5098 / -0.5098


<iii>
An isolated ion of composition C4H6BrN2 and charge +1. Source: OMol25; level of theory: ωB97M-V/def2-TZVPD.

Last column: Löwdin charge in e.
CARTESIAN COORDINATES (ANGSTROEM)
C: 0.49 -1.73 0.22  -0.027
C: -0.88 -1.67 -0.04  0.017
C: 1.02 -0.43 0.22  -0.604
C: 0.06 1.82 -0.07  -0.011
N: -1.17 -0.34 -0.15  0.115
N: -0.03 0.38 0.03  -0.168
Br: 2.74 0.37 0.20  0.911
H: 1.15 -2.54 0.57  0.135
H: -1.65 -2.41 -0.29  0.155
H: -0.86 2.25 0.08  0.073
H: 0.81 2.14 0.58  0.042
H: 0.41 2.08 -1.18  0.166
H: -2.09 0.07 -0.16  0.195

Output
- Kohn-Sham gap (eV) = 10.7
- SMILES = C[n+]1[nH]ccc1Br
- net charge = +1
- LUMO energy (eV) = -3.961
- HOMO energy (Eh) = -0.5375


Most stable = <iii>


<i>
A 4-piece molecular cluster, C3H14O3S2 overall. Source: OMol25; level of theory: ωB97M-V/def2-TZVPD.

Last column: Löwdin charge in e.
CARTESIAN COORDINATES (ANGSTROEM)
C: -0.26 1.38 -3.36  -0.332
C: -0.22 2.31 -4.59  -0.138
C: 0.56 2.11 -2.29  -0.589
S: 1.22 0.83 -1.18  0.385
S: 1.92 1.49 0.68  0.246
H: 0.25 0.42 -3.70  0.116
H: -1.36 1.37 -3.10  0.123
H: -0.84 2.07 -5.36  0.030
H: -0.50 3.37 -4.20  0.110
H: 0.82 2.47 -4.88  0.071
H: 0.00 2.67 -1.59  0.042
H: 1.34 2.78 -2.72  0.088
H: 0.84 0.92 1.42  -0.152
H: -5.83 -4.13 3.33  0.098
H: -4.99 -3.28 4.37  -0.039
O: -5.08 -3.44 3.49  -0.058
H: -3.77 0.12 4.77  -0.032
H: -3.01 -0.43 3.54  0.029
O: -3.46 0.29 3.95  0.001
H: 4.05 -5.78 1.19  0.010
H: 2.58 -5.55 1.60  0.050
O: 3.51 -5.47 1.90  -0.060

Output
- Kohn-Sham gap (eV) = 9.2
- SMILES = CCCSS.O.O.O
- net charge = 0
- LUMO energy (eV) = 0.563
- HOMO energy (Eh) = -0.3173


<ii>
A 4-piece molecular cluster, C3H14O3S2 overall. Source: OMol25; level of theory: ωB97M-V/def2-TZVPD.

Last column: Löwdin charge in e.
CARTESIAN COORDINATES (ANGSTROEM)
C: -2.15 0.59 0.59  -0.351
C: -3.67 0.70 0.90  -0.105
C: -1.64 2.01 0.51  -0.566
S: -0.13 1.93 -0.53  0.358
S: 1.63 2.20 0.27  0.235
H: -1.90 -0.04 -0.33  0.107
H: -1.70 0.08 1.46  0.104
H: -3.85 -0.05 1.60  0.043
H: -3.97 1.71 1.31  0.094
H: -4.21 0.58 0.03  0.039
H: -1.59 2.62 1.50  0.123
H: -2.28 2.69 -0.14  0.080
H: 2.24 1.01 0.70  -0.160
H: 0.37 -4.93 1.13  0.126
H: 1.86 -4.59 0.67  0.009
O: 0.97 -4.31 0.53  -0.101
H: 1.63 -3.11 3.42  0.028
H: 1.47 -2.78 1.76  0.061
O: 2.07 -2.88 2.59  -0.123
H: 0.39 -2.63 -4.01  0.004
H: 1.18 -1.35 -4.53  0.011
O: 0.87 -2.22 -4.69  -0.014

Output
- Kohn-Sham gap (eV) = 9.2
- SMILES = CCCSS.O.O.O
- net charge = 0
- LUMO energy (eV) = 0.325
- HOMO energy (Eh) = -0.3263


Most stable = <i>


<i>
A 2-piece molecular cluster, C4H6FP overall. Source: OMol25; level of theory: ωB97M-V/def2-TZVPD.

Last column: Löwdin charge in e.
CARTESIAN COORDINATES (ANGSTROEM)
C: -0.99 1.42 0.32  -0.013
C: 0.03 0.69 -0.02  -0.218
C: 0.25 -1.86 -0.13  -0.248
C: -0.01 -0.61 -0.85  -0.269
F: -0.59 -2.02 0.93  -0.066
P: 2.60 -2.11 0.88  0.550
H: -0.89 2.42 0.74  0.065
H: -1.94 0.95 0.25  0.050
H: 1.10 1.18 0.05  0.136
H: 0.68 -0.26 -1.59  0.095
H: -1.05 -0.92 -1.24  0.145
H: 1.85 -1.88 2.17  -0.226

Output
- Kohn-Sham gap (spin up / spin down) (eV) = 6.8 / 7.9
- net charge = 0
- LUMO energy (spin up / spin down) (eV) = -1.261 / -0.988
- HOMO energy (spin up / spin down) (Eh) = -0.2958 / -0.3253


<ii>
One molecule with the formula C4H6FP. Source: OMol25; level of theory: ωB97M-V/def2-TZVPD.

Last column: Löwdin charge in e.
CARTESIAN COORDINATES (ANGSTROEM)
C: 1.12 -0.79 1.46  0.001
C: 0.63 0.22 0.74  -0.187
C: -0.76 0.15 -1.13  -0.648
C: -0.85 0.23 0.29  -0.270
F: -0.81 -1.20 -1.68  -0.085
P: -0.60 1.49 -2.17  0.863
H: 2.12 -0.87 1.80  0.029
H: 0.69 -1.72 1.93  0.082
H: 1.25 1.07 0.48  0.099
H: -1.22 1.14 0.85  0.140
H: -1.50 -0.56 0.73  0.130
H: -0.08 0.87 -3.31  -0.156

Output
- Kohn-Sham gap (eV) = 9.0
- SMILES = [H]/P=C(\F)CC=C
- net charge = 0
- LUMO energy (eV) = -0.065
- HOMO energy (Eh) = -0.3340


Most stable = <ii>


<i>
One molecule with the formula C5H4N4O2. Source: OMol25; level of theory: ωB97M-V/def2-TZVPD.

Last column: Löwdin charge in e.
CARTESIAN COORDINATES (ANGSTROEM)
C: 1.60 -0.35 -0.97  -0.421
C: -0.31 0.70 -0.58  -0.295
C: -1.84 0.49 1.12  0.027
C: -0.63 0.00 0.62  -0.098
C: 0.24 -1.08 1.09  -0.391
H: 2.60 -0.31 -2.59  0.178
H: -2.94 2.15 0.13  0.142
H: -2.32 0.29 2.06  0.118
H: 1.98 -1.82 0.46  0.146
N: 0.72 0.43 -1.42  0.168
N: -1.22 1.71 -0.72  0.086
N: -2.17 1.52 0.23  -0.015
N: 1.48 -0.95 0.32  0.177
O: 2.62 -0.86 -1.72  0.071
O: 0.17 -1.90 1.96  0.108

Output
- Kohn-Sham gap (eV) = 9.6
- SMILES = O=c1[nH]c(O)nc2n[nH]cc12
- net charge = 0
- LUMO energy (eV) = 0.644
- HOMO energy (Eh) = -0.3299


<ii>
One molecule with the formula C5H4N4O2. Source: OMol25; level of theory: ωB97M-V/def2-TZVPD.

Last column: Löwdin charge in e.
CARTESIAN COORDINATES (ANGSTROEM)
C: 0.18 -2.10 0.83  -0.200
C: -0.90 1.29 -0.46  -0.160
C: 0.25 -0.87 0.20  0.109
C: 0.99 0.15 -0.32  -0.314
C: 2.43 0.30 -0.55  -0.016
N: 0.22 -3.14 1.36  0.189
N: 0.34 1.28 -0.74  0.095
N: -1.48 0.17 0.03  0.140
N: -2.70 -0.10 0.61  -0.458
O: -3.60 0.67 0.39  0.102
O: -2.71 -1.03 1.32  0.123
H: -1.39 2.10 -0.90  0.125
H: 2.63 1.17 -1.14  0.077
H: 2.81 0.58 0.44  0.106
H: 2.93 -0.48 -1.08  0.081

Output
- Kohn-Sham gap (eV) = 8.9
- net charge = 0
- LUMO energy (eV) = -1.295
- HOMO energy (Eh) = -0.3749


Most stable = <i>